Density functional theory data (ωB97M-V with the def2-TZVPD basis set) for one molecule with the formula C4H8N2S in a non-equilibrium geometry.

## Properties
max |F| = 5.7 eV/A
HOMO level = -0.3116 Eh
Kohn-Sham gap = 9.3 eV
structure (SMILES) = C=C1SCNN1C
electronic energy = -664.78469 Ha
ΔE to the lowest compared entry with this formula, charge and spin = 388.8 kJ/mol

Structure (XYZ):
```
15
Properties=species:S:1:pos:R:3:forces:R:3
C 1.043 -0.515 -0.804 -2.8 0.7 2.9
C 1.021 -1.723 -1.324 0.6 -0.6 -0.2
C 0.706 1.911 0.224 -4.6 -2.8 -1.9
C -1.318 -0.458 0.310 1.0 1.5 2.4
N 0.542 0.878 1.196 0.5 0.4 0.8
N 0.123 -0.363 0.710 2.3 0.9 -3.4
S 1.419 1.109 -1.292 0.7 -0.5 -0.4
H 1.455 -1.968 -2.288 0.0 0.2 0.0
H 0.624 -2.569 -0.750 0.1 0.5 -0.1
H -0.377 2.182 -0.102 2.2 0.6 0.6
H 1.366 2.594 0.601 1.2 2.3 0.6
H -1.248 -1.304 -0.256 -0.7 -2.5 -1.3
H -1.772 -0.603 1.284 -0.7 -0.3 -0.1
H -1.910 0.278 -0.238 0.8 0.6 -0.1
H 1.475 0.829 1.609 -0.5 -1.0 0.3
```
Positions in Å, forces in eV/Å.

***

Density functional theory data (ωB97M-V with the def2-TZVPD basis set) for one molecule with the formula C2H5NO in a non-equilibrium geometry.

## Properties
max |F| = 4.1 eV/A
HOMO level = -0.3516 Eh
Kohn-Sham gap = 10.6 eV
structure (SMILES) = C/C=N\O
electronic energy = -209.12031 Ha
ΔE to the lowest compared entry with this formula, charge and spin = 267.8 kJ/mol

Structure (XYZ):
```
9
Properties=species:S:1:pos:R:3:forces:R:3
C -0.364 0.619 0.853 0.2 0.4 2.3
C 0.635 -0.259 0.226 0.4 -3.4 -2.3
H -0.158 1.663 0.507 -0.9 -0.7 0.4
H -1.436 0.246 0.817 1.4 0.8 -0.5
H -0.049 0.539 1.971 -0.8 0.6 -1.7
H 1.469 -0.658 0.815 -0.3 0.4 -0.1
H -0.263 -0.839 -2.549 0.0 -0.4 -0.7
N 0.591 -0.898 -0.922 0.6 2.0 2.2
O -0.425 -0.414 -1.719 -0.7 0.4 0.6
```
Positions in Å, forces in eV/Å.

***

Density functional theory data (ωB97M-V with the def2-TZVPD basis set) for one molecule with the formula C19H28N2O3S2.

## Properties
max |F| = 0.1 eV/A
HOMO level = -0.3186 Eh
Kohn-Sham gap = 9.1 eV
structure (SMILES) = CSC1(C(=O)N2C[C@H]3CSC[C@@]3(C)C2)CN(C(=O)[C@@H]2CC3(CC3)CO2)C1
electronic energy = -1872.38893 Ha
ΔE to the lowest compared entry with this formula, charge and spin = 92.7 kJ/mol

Structure (XYZ):
```
54
Properties=species:S:1:pos:R:3:forces:R:3
C -0.325 -1.082 -1.132 0.0 0.0 0.0
S -0.395 -0.064 0.355 0.0 0.0 0.0
C -1.722 1.080 -0.106 0.0 0.0 0.0
C -1.349 1.828 -1.372 0.0 0.0 0.0
O -1.782 1.456 -2.453 0.0 0.0 0.0
N -0.502 2.876 -1.269 0.0 0.0 0.0
C 0.203 3.340 -0.072 0.0 0.0 0.0
C 1.442 4.005 -0.662 0.0 0.0 0.0
C 2.508 2.972 -1.031 0.0 0.0 0.0
S 3.368 3.579 -2.517 0.0 0.0 0.0
C 2.123 4.856 -2.889 0.0 0.0 0.0
C 0.926 4.618 -1.976 0.0 0.0 0.0
C 0.143 5.907 -1.742 0.0 0.0 0.0
C -0.003 3.511 -2.490 0.0 0.0 0.0
C -3.127 0.425 -0.143 0.0 0.0 0.0
N -3.410 1.088 1.123 0.0 0.1 0.0
C -4.517 1.028 1.885 0.0 -0.1 0.0
O -5.453 0.297 1.605 0.0 0.0 0.0
C -4.473 1.893 3.151 0.0 0.0 0.0
C -5.831 1.970 3.830 0.0 0.0 0.0
C -6.419 3.180 3.142 0.0 0.0 0.0
C -7.425 3.021 2.043 0.0 0.0 0.0
C -7.811 3.671 3.349 0.0 0.0 0.0
C -5.239 4.101 2.979 0.0 0.0 0.0
O -4.105 3.239 2.812 0.0 0.0 0.0
C -2.194 1.888 1.134 0.0 0.0 0.0
H 0.412 -1.859 -0.936 0.0 0.0 0.0
H -1.290 -1.546 -1.327 0.0 0.0 0.0
H -0.020 -0.502 -2.001 0.0 0.0 0.0
H -0.399 4.060 0.490 0.0 0.0 0.0
H 0.455 2.508 0.584 0.0 0.0 0.0
H 1.858 4.768 -0.001 0.0 0.0 0.0
H 3.230 2.834 -0.229 0.0 0.0 0.0
H 2.047 2.006 -1.244 0.0 0.0 0.0
H 2.552 5.842 -2.704 0.0 0.0 0.0
H 1.843 4.798 -3.941 0.0 0.0 0.0
H -0.190 6.331 -2.691 0.0 0.0 0.0
H -0.746 5.727 -1.134 0.0 0.0 0.0
H 0.760 6.651 -1.234 0.0 0.0 0.0
H 0.533 2.779 -3.101 0.0 0.0 0.0
H -0.828 3.899 -3.089 0.0 0.0 0.0
H -3.746 0.771 -0.970 0.0 0.0 0.0
H -3.148 -0.663 -0.090 0.0 0.0 0.0
H -3.694 1.490 3.806 0.0 0.0 0.0
H -6.409 1.062 3.672 0.0 0.0 0.0
H -5.709 2.149 4.900 0.0 0.0 0.0
H -7.329 3.659 1.174 0.0 0.0 0.0
H -7.782 2.021 1.838 0.0 0.0 0.0
H -8.446 3.116 4.026 0.0 0.0 0.0
H -7.977 4.741 3.352 0.0 0.0 0.0
H -5.319 4.754 2.108 0.0 0.0 0.0
H -5.082 4.718 3.871 0.0 0.0 0.0
H -1.580 1.787 2.033 0.0 0.0 0.0
H -2.373 2.945 0.938 0.0 0.0 0.0
```
Positions in Å, forces in eV/Å.

***

Density functional theory data (ωB97M-V with the def2-TZVPD basis set) for one molecule with the formula C6H10 in a non-equilibrium geometry.

## Properties
max |F| = 3.7 eV/A
HOMO level = -0.3180 Eh
Kohn-Sham gap = 9.8 eV
structure (SMILES) = C=CC/C=C/C
electronic energy = -234.49484 Ha
ΔE to the lowest compared entry with this formula, charge and spin = 282.7 kJ/mol

Structure (XYZ):
```
16
Properties=species:S:1:pos:R:3:forces:R:3
C 1.715 -0.632 0.170 -0.4 -2.6 -0.4
C 1.962 -1.732 -0.639 -0.2 1.5 1.0
C 1.351 0.721 -0.357 -1.7 1.9 1.0
C -0.233 0.917 -0.271 -0.2 -1.7 0.5
C -1.150 0.141 0.437 3.3 1.6 -0.5
C -2.555 0.609 0.597 -0.8 -0.9 1.0
H 1.425 -0.984 1.228 1.6 1.3 -1.1
H 2.528 -2.549 -0.173 -1.1 -0.2 -0.1
H 1.622 -1.865 -1.694 1.1 0.7 0.6
H 1.870 1.741 0.204 -1.3 -3.2 -1.4
H 1.623 0.776 -1.425 0.1 0.1 0.5
H -0.595 1.649 -1.018 0.0 0.0 1.0
H -0.775 -0.779 0.982 -0.6 1.3 -0.5
H -3.173 -0.277 0.415 -0.4 0.3 -0.4
H -2.881 0.854 1.688 1.0 0.1 -1.8
H -2.733 1.412 -0.143 -0.3 -0.3 0.7
```
Positions in Å, forces in eV/Å.

***

Density functional theory data (ωB97M-V with the def2-TZVPD basis set) for C36H101AsF6N9O10 as an isolated structure in a non-equilibrium geometry.

## Properties
max |F| = 2.7 eV/A
charge = -1
HOMO level = -0.2454 Eh
Kohn-Sham gap = 9.0 eV
electronic energy = -5512.39734 Ha

Structure (XYZ):
```
163
Properties=species:S:1:pos:R:3:forces:R:3
As 0.328 -0.368 -0.826 -1.1 -0.5 -0.4
F 0.857 -2.039 -1.066 -0.5 0.9 0.2
F -0.067 -0.738 0.851 0.4 0.1 -0.6
F -0.153 1.293 -0.530 0.1 -0.7 -0.2
F 0.543 -0.029 -2.531 0.5 0.3 0.8
F -1.359 -0.819 -1.273 1.3 0.7 0.2
F 1.985 0.048 -0.567 -0.2 0.2 0.6
O -1.941 -4.301 -2.427 -0.2 0.0 -0.2
H -2.090 -4.929 -1.710 -0.2 0.1 0.0
H -2.170 -3.449 -2.039 -0.1 0.0 0.3
C -0.490 4.186 3.490 -1.5 1.7 0.1
C -1.194 2.884 3.829 1.7 -1.2 -0.2
C -2.598 2.659 3.352 -1.3 1.3 -0.1
O -3.412 3.768 3.803 -1.1 -0.5 0.0
C -3.940 4.561 2.746 1.2 -0.1 -0.2
N -0.328 1.785 3.342 0.0 0.1 -0.3
H -0.626 4.588 2.479 0.6 -0.9 -0.5
H 0.534 4.189 3.853 0.1 -0.2 -0.4
H -0.983 5.036 3.983 0.0 -0.3 0.6
H -1.112 2.827 4.919 -0.6 -0.1 0.1
H -3.066 1.737 3.705 0.4 0.0 0.5
H -2.713 2.573 2.265 0.6 0.2 -0.1
H -4.817 5.153 3.005 0.2 -0.1 0.6
H -4.233 3.973 1.871 0.1 -0.2 0.0
H -3.095 5.206 2.481 -0.5 0.4 -0.6
H -0.863 0.935 3.198 0.0 -0.1 0.3
H 0.048 2.030 2.430 0.0 0.0 0.0
C 2.585 -6.177 -0.815 -1.8 -1.4 0.4
C 1.055 -5.922 -0.774 0.0 1.1 -0.5
C 0.796 -4.932 0.381 0.0 -1.4 0.5
O 0.797 -5.786 1.551 0.3 0.7 0.0
C 1.538 -5.346 2.652 0.6 -1.2 1.2
N 0.685 -5.400 -2.107 0.8 0.7 0.8
H 2.784 -6.726 -1.734 0.4 0.3 -0.1
H 2.761 -6.878 0.004 0.6 0.3 0.2
H 3.103 -5.228 -0.707 0.3 -0.1 -0.2
H 0.455 -6.810 -0.560 0.3 -0.2 0.0
H -0.177 -4.437 0.364 0.1 0.2 -0.4
H 1.628 -4.228 0.424 -0.2 0.3 0.1
H 1.009 -4.734 3.390 -0.2 0.5 -0.5
H 2.535 -4.938 2.467 -0.3 0.5 -0.6
H 1.780 -6.246 3.233 -0.2 -0.1 -0.1
H -0.179 -4.851 -2.068 0.2 -0.3 -0.1
H 1.400 -4.672 -2.180 -0.2 0.1 -0.9
C 5.609 -0.138 -0.670 0.1 0.9 -0.9
C 5.277 -0.943 -1.935 -1.4 -0.7 1.3
C 5.058 -2.406 -1.552 1.8 -0.1 -0.6
O 6.337 -2.943 -1.158 -1.4 -0.5 0.4
C 6.194 -4.267 -0.598 1.2 1.3 -0.7
N 3.984 -0.553 -2.514 1.1 0.0 -0.6
H 4.807 -0.114 0.069 -0.1 -0.3 -0.1
H 5.685 0.872 -1.091 0.2 0.2 0.6
H 6.557 -0.391 -0.196 0.0 -0.2 -0.1
H 6.089 -0.773 -2.642 -0.1 -0.4 -0.2
H 4.685 -2.990 -2.397 -0.2 0.0 -0.1
H 4.345 -2.460 -0.724 -0.1 0.0 0.1
H 6.053 -5.003 -1.390 -0.3 -0.1 0.0
H 5.407 -4.311 0.152 0.0 0.0 0.1
H 7.193 -4.395 -0.184 -0.2 -0.6 0.4
H 3.976 0.447 -2.653 -0.4 0.0 0.1
H 3.232 -0.836 -1.903 -0.1 0.3 0.0
C -0.274 -1.751 4.605 -0.9 -1.3 -1.1
C -1.686 -2.137 4.036 1.1 2.3 0.9
C -2.696 -2.441 5.148 0.0 -1.3 -1.1
O -3.971 -2.440 4.501 -0.1 -0.6 -0.3
C -5.093 -2.497 5.340 -0.1 1.1 0.5
N -2.132 -0.847 3.417 -0.5 -1.1 -0.1
H 0.308 -1.522 3.714 0.1 0.5 0.1
H 0.273 -2.579 5.060 -0.2 0.1 0.5
H -0.432 -0.868 5.217 0.4 0.0 0.2
H -1.609 -2.930 3.292 -0.2 -0.3 0.2
H -2.660 -1.781 6.016 0.1 0.4 -0.2
H -2.485 -3.466 5.473 -0.1 0.0 0.4
H -5.230 -1.470 5.711 -0.2 -0.3 0.5
H -4.998 -3.204 6.170 0.2 0.0 0.0
H -6.022 -2.723 4.816 0.4 -0.2 -0.5
H -1.915 -0.865 2.425 0.2 0.1 -0.1
H -3.141 -0.944 3.454 -0.2 0.5 -0.3
C -2.214 7.869 -2.291 0.3 0.2 0.6
C -1.907 6.604 -1.503 0.7 -1.5 0.7
C -2.299 5.317 -2.252 0.4 1.2 -0.7
O -2.132 4.162 -1.473 -0.6 0.2 0.0
C -2.765 3.048 -2.080 -0.5 0.0 0.0
N -0.492 6.527 -1.096 0.3 0.8 -0.1
H -1.802 8.729 -1.760 0.4 -0.1 -0.1
H -3.269 8.137 -2.355 -0.1 -0.6 -0.2
H -1.763 7.796 -3.282 -0.1 0.2 -0.1
H -2.416 6.565 -0.536 -0.5 0.3 -0.2
H -1.631 5.204 -3.118 -0.1 0.2 -0.2
H -3.303 5.511 -2.656 -0.3 -0.7 0.2
H -3.858 3.145 -2.066 -0.1 0.1 0.4
H -2.460 2.165 -1.525 0.1 -0.1 -0.2
H -2.571 2.957 -3.155 0.7 0.0 0.1
H 0.153 6.761 -1.841 -0.1 0.0 -0.1
H -0.234 5.606 -0.765 -0.3 -0.1 0.0
C -4.511 -0.601 0.427 -0.2 0.9 0.9
C -4.386 -2.056 0.024 1.0 -0.1 -0.1
C -4.953 -2.325 -1.343 -0.2 0.4 -0.9
O -6.363 -2.166 -1.229 -0.6 -0.9 0.5
C -7.093 -2.057 -2.430 0.7 1.7 -0.3
N -2.968 -2.487 0.084 -0.4 -0.5 -0.1
H -4.472 -0.535 1.517 -0.2 -0.1 0.1
H -5.429 -0.095 0.120 -0.1 -0.3 -0.1
H -3.680 0.049 0.141 0.1 -0.4 -0.6
H -4.982 -2.687 0.687 0.2 0.1 0.2
H -4.703 -3.318 -1.729 0.0 -0.2 0.3
H -4.508 -1.618 -2.058 -0.2 0.2 -0.1
H -6.790 -2.743 -3.221 0.2 0.0 0.0
H -6.922 -1.005 -2.707 0.0 -0.2 -0.9
H -8.180 -2.097 -2.343 0.1 -0.5 0.8
H -2.714 -2.653 1.045 0.1 -0.1 0.2
H -2.298 -1.810 -0.300 -0.8 -0.3 0.3
C -1.144 1.013 -5.385 1.2 0.4 0.7
C -2.042 0.002 -4.672 0.0 1.3 -1.0
C -3.163 -0.399 -5.601 -0.3 -1.6 0.7
O -4.009 -1.275 -4.836 0.1 0.2 -0.5
C -5.053 -1.873 -5.587 0.4 0.6 0.4
N -1.212 -1.121 -4.301 0.3 0.0 0.6
H -0.612 1.531 -4.577 0.3 0.0 -0.1
H -1.589 1.835 -5.948 -0.5 -0.4 -0.2
H -0.366 0.508 -5.960 -0.2 0.0 -0.3
H -2.399 0.592 -3.816 -0.7 -0.5 0.1
H -2.753 -1.021 -6.408 0.2 0.2 -0.1
H -3.744 0.404 -6.065 0.1 0.3 0.3
H -5.149 -2.873 -5.166 -0.6 0.0 -0.2
H -4.846 -1.940 -6.660 0.3 -0.1 0.0
H -5.928 -1.223 -5.476 -0.4 -0.5 0.0
H -1.715 -1.821 -3.767 -0.4 0.0 -0.3
H -0.542 -0.752 -3.611 -0.3 -0.5 -0.9
C 2.672 0.528 2.851 0.8 0.8 1.3
C 3.445 -0.783 2.854 -0.3 0.2 0.2
C 3.477 -1.304 4.295 0.1 -0.3 0.1
O 4.158 -0.433 5.185 -0.2 0.1 -0.1
C 5.559 -0.584 5.213 -0.4 -0.5 -0.1
N 2.783 -1.792 2.033 -0.1 -0.4 -0.3
H 3.079 1.258 3.564 0.5 -0.3 0.0
H 1.726 0.330 3.355 -0.5 0.1 -0.9
H 2.668 1.106 1.928 -0.6 -0.6 -0.4
H 4.474 -0.693 2.494 0.0 0.1 0.0
H 3.866 -2.330 4.300 0.4 0.1 0.0
H 2.472 -1.419 4.708 -0.1 0.3 -0.2
H 5.964 -0.787 4.217 0.1 0.2 0.0
H 5.794 -1.447 5.849 0.3 0.1 0.0
H 5.979 0.330 5.627 0.1 -0.1 0.0
H 1.781 -1.713 2.186 0.0 -0.1 0.1
H 2.859 -1.545 1.050 0.2 0.0 0.0
C 5.302 5.162 -0.734 0.2 0.3 0.9
C 5.302 4.061 -1.738 -1.1 -1.4 -1.4
C 3.969 3.268 -1.833 0.5 0.8 0.8
O 2.909 4.151 -2.184 0.5 -1.3 -0.1
C 1.636 3.549 -1.921 0.3 0.9 -0.2
N 5.547 4.567 -3.112 0.4 -0.5 0.9
H 6.179 5.796 -0.896 -0.1 0.1 0.0
H 5.406 4.796 0.291 -0.2 -0.1 0.0
H 4.387 5.753 -0.796 0.1 0.1 -0.1
H 6.018 3.267 -1.494 0.3 0.3 0.0
H 3.755 2.780 -0.876 -0.1 0.1 0.2
H 4.113 2.460 -2.553 -0.2 0.1 -0.4
H 0.988 4.333 -2.315 -0.7 -0.4 0.5
H 1.563 3.357 -0.848 -0.4 0.2 0.0
H 1.408 2.602 -2.418 0.5 0.0 -0.3
H 4.639 4.641 -3.555 0.1 0.5 -0.2
H 5.982 5.470 -2.982 -0.2 0.2 -0.6
```
Positions in Å, forces in eV/Å.

***

Density functional theory data (ωB97M-V with the def2-TZVPD basis set) for one molecule with the formula C4H6N2O in a non-equilibrium geometry.

## Properties
max |F| = 1.2 eV/A
HOMO level = -0.3511 Eh
Kohn-Sham gap = 10.1 eV
structure (SMILES) = C[C@@H]1NC=NC1=O
electronic energy = -340.74385 Ha
ΔE to the lowest compared entry with this formula, charge and spin = 134.1 kJ/mol

Structure (XYZ):
```
13
Properties=species:S:1:pos:R:3:forces:R:3
C 1.372 -0.439 -1.033 -0.9 0.0 -0.2
O 1.575 0.349 1.417 -0.3 0.1 0.7
C 0.420 0.300 1.076 0.7 0.0 0.4
C -0.020 -0.496 -0.165 0.7 0.0 0.1
N -1.394 0.128 -0.315 0.5 0.3 -0.5
C -1.611 0.900 0.799 0.3 0.0 -0.2
N -0.619 1.079 1.603 -0.1 -0.2 -0.1
H 1.352 -1.098 -1.898 -0.3 0.2 -0.2
H 2.215 -0.801 -0.398 -1.2 0.1 0.0
H 1.709 0.569 -1.314 -0.6 -0.2 0.0
H -0.207 -1.568 -0.026 0.2 0.2 0.4
H -2.215 -0.301 -0.737 0.8 -0.1 -0.1
H -2.578 1.380 0.991 0.2 -0.4 -0.3
```
Positions in Å, forces in eV/Å.